1.
A 3-piece molecular cluster, C30H46F5N3O3 overall, computed with ωB97M-V with the def2-TZVPD basis set.

Summary:
<S²>: 2.008
Kohn-Sham gap (alpha / beta), hartree: 0.319 / 0.355
Highest occupied orbital energy (alpha / beta), Eh: -0.30551 / -0.34243
Spin multiplicity: 3

Geometry as XYZ:
```
87
Properties=species:S:1:pos:R:3:mulliken_spin:R:1
O -0.30542 2.92498 2.30067 0.00
C -1.07728 2.04228 2.29552 0.00
C -0.84750 0.62511 1.76419 0.00
C -2.21559 0.29462 1.14705 0.00
C -2.26108 -0.26777 -0.25741 0.00
F -1.98158 -1.58616 -0.25279 0.00
F -3.58115 -0.16420 -0.65591 0.00
C -1.41516 0.44936 -1.27945 0.00
C -0.08118 0.08504 -1.42883 0.00
C 0.74220 0.73147 -2.34546 0.00
C 0.21037 1.75211 -3.12251 0.00
C -1.12414 2.10380 -2.97690 0.00
C -1.65116 3.22978 -3.82413 0.00
F -1.28513 3.12472 -5.09989 0.00
F -2.98786 3.30516 -3.79789 0.00
F -1.18921 4.41329 -3.38547 0.00
C -1.95528 1.46066 -2.06944 0.00
C -3.06330 1.55908 1.39532 0.00
N -2.48724 2.15345 2.63614 0.00
H -0.57152 -0.08740 2.53206 0.00
H 0.00963 0.68284 1.09705 0.00
H -2.61198 -0.51617 1.76189 0.00
H 0.31763 -0.71313 -0.82297 0.00
H 1.77050 0.42502 -2.42720 0.00
H 0.83892 2.25949 -3.83671 0.00
H -2.99186 1.73013 -1.98595 0.00
H -4.10823 1.34370 1.54434 0.00
H -2.86179 2.29216 0.62063 0.00
H -2.60056 1.43582 3.35332 0.00
C -3.70533 -5.99395 -5.17655 0.02
C -2.34944 -5.26745 -5.02007 0.01
C -1.74053 -5.57192 -3.65021 0.03
C -2.44787 -4.86117 -2.49569 -0.02
C -2.55137 -3.35981 -2.76185 0.03
C -3.17884 -3.02409 -4.11226 0.02
N -2.51026 -3.79360 -5.20259 0.38
O -1.38960 -3.24229 -5.53646 0.55
C -4.69255 -3.30727 -4.08048 0.03
C -3.03746 -1.52900 -4.38040 -0.02
C -1.43678 -5.81187 -6.11327 -0.01
H -4.25423 -6.08851 -4.24111 0.00
H -4.34235 -5.48431 -5.89961 -0.01
H -3.55037 -7.00813 -5.54261 0.00
H -0.68773 -5.27172 -3.65252 0.00
H -1.75542 -6.65233 -3.48981 0.00
H -3.44093 -5.28871 -2.33179 0.00
H -1.88919 -5.02772 -1.57251 0.00
H -3.13168 -2.88247 -1.97337 0.00
H -1.54826 -2.92353 -2.71432 0.00
H -5.12801 -3.19341 -5.07410 -0.01
H -5.18383 -2.59420 -3.41860 0.00
H -4.94846 -4.29576 -3.70764 0.00
H -2.00179 -1.19626 -4.32236 0.01
H -3.60536 -0.97582 -3.63205 0.00
H -3.42592 -1.26861 -5.36620 -0.01
H -1.82971 -5.57809 -7.10389 0.00
H -1.37167 -6.89505 -6.01737 0.00
H -0.42653 -5.41338 -6.04348 0.00
C 4.19297 4.86127 5.90734 0.02
C 4.70284 3.40820 6.04682 0.01
C 5.99443 3.22120 5.24962 0.03
C 5.77815 3.17980 3.73648 -0.02
C 4.71764 2.14338 3.36578 0.03
C 3.40481 2.32543 4.12726 -0.01
N 3.66597 2.43431 5.59245 0.38
O 3.86153 1.26807 6.11576 0.55
C 2.64893 3.55770 3.59914 0.03
C 2.49267 1.13209 3.86470 -0.01
C 4.98454 3.18725 7.52884 -0.01
H 4.41404 5.30439 4.93801 0.00
H 3.11720 4.91732 6.07360 -0.01
H 4.66771 5.50081 6.65052 0.00
H 6.47426 2.28723 5.55926 0.00
H 6.68641 4.02632 5.50625 0.00
H 5.49432 4.16661 3.36126 0.00
H 6.71941 2.92658 3.24491 0.00
H 4.51283 2.18495 2.29381 0.00
H 5.11662 1.14383 3.56773 0.00
H 1.77601 3.77232 4.21574 -0.02
H 2.29202 3.36656 2.58884 0.00
H 3.25546 4.45842 3.54187 0.00
H 2.97182 0.18498 4.10804 0.00
H 2.22803 1.11225 2.80742 0.00
H 1.57173 1.21091 4.44528 -0.01
H 4.07162 3.28033 8.11897 0.00
H 5.69327 3.93928 7.87341 0.00
H 5.42018 2.20939 7.72478 0.00
```

***

2.
One molecule with the formula C3H7N3O, computed with ωB97M-V with the def2-TZVPD basis set.

Summary:
Structure (SMILES): [H]/N=N/C(=O)CCN
Kohn-Sham gap, hartree: 0.344
Relative energy (zero: lowest compared OMol25 entry of this formula, charge and spin), kcal per mole: 89.1
Highest occupied orbital energy, Eh: -0.34203

Geometry as XYZ:
```
14
Properties=species:S:1:pos:R:3:nbo_charge:R:1
H -0.88090 -2.67854 -1.58474 0.32
N -1.50602 -2.01348 -1.09068 -0.25
N -0.94560 -0.93092 -0.98816 -0.22
C -1.29007 0.15387 -0.18211 0.64
O -2.31544 0.80773 -0.22625 -0.53
C -0.31987 0.13973 1.03876 -0.50
C 0.80523 0.97733 0.46099 -0.17
N 1.86911 0.21655 -0.07145 -0.84
H -0.82379 0.67109 1.84453 0.24
H 0.00818 -0.86064 1.31557 0.23
H 1.17131 1.72673 1.16594 0.21
H 0.07013 1.46307 -0.44690 0.13
H 2.60707 0.78239 -0.46891 0.37
H 1.55068 -0.45491 -0.76660 0.37
```

***

3.
One molecule with the formula C3H9N3O, computed with ωB97M-V with the def2-TZVPD basis set.

Summary:
Structure (SMILES): NCNCC(N)=O
Kohn-Sham gap, hartree: 0.347
Relative energy (zero: lowest compared OMol25 entry of this formula, charge and spin), kcal per mole: 45.5
Highest occupied orbital energy, Eh: -0.31870

Geometry as XYZ:
```
16
Properties=species:S:1:pos:R:3:nbo_charge:R:1
N 0.45529 -1.09651 1.81216 -0.87
C 1.35445 -0.53505 0.75432 -0.05
N 0.86050 -0.36331 -0.71453 -0.63
C -0.56727 -0.40395 -1.05598 -0.32
C -1.27425 0.72164 -0.39136 0.64
N -1.11126 1.93387 -0.93072 -0.79
O -1.87821 0.71963 0.73213 -0.65
H 0.99134 -1.17626 2.69729 0.36
H -0.38102 -0.64699 1.92695 0.38
H 1.95505 0.31060 1.23250 0.17
H 2.15049 -1.34818 0.55548 0.17
H 1.31933 -1.10942 -1.25025 0.37
H -0.56443 -0.34820 -2.22712 0.21
H -1.01579 -1.42710 -0.76487 0.21
H -1.60480 2.67091 -0.46694 0.41
H -0.68943 2.09833 -1.90904 0.40
```

***

4.
C15H25ClFGaO2P2 as an isolated structure, computed with ωB97M-V with the def2-TZVPD basis set.

Summary:
Charge: +2
Kohn-Sham gap (alpha / beta), hartree: 0.191 / 0.258
Highest occupied orbital energy (alpha / beta), Eh: -0.57284 / -0.58030

Geometry as XYZ:
```
47
Properties=species:S:1:pos:R:3:nbo_charge:R:1
C 1.09309 -0.16645 -3.64311 -0.76
C 1.89074 -0.07051 -2.37273 0.56
H 1.75122 -0.14672 -4.53281 0.30
H 0.36531 0.65335 -3.75463 0.28
H 0.50052 -1.09176 -3.70147 0.28
O 3.08449 -0.05325 -2.29286 -0.36
Cl -2.20187 -0.21000 -1.78258 -0.41
Ga -0.27739 -0.08296 -0.71245 0.96
P 0.18194 2.35660 -0.50014 1.06
C 1.49979 3.06078 0.53611 -0.95
C 0.42951 3.10977 -2.11650 -0.97
H 0.53006 4.19089 -2.00169 0.28
H -1.14658 4.26833 0.17849 0.27
H -0.41102 2.90275 -2.78089 0.27
H -2.18761 2.93366 -0.45459 0.27
H 2.47924 2.65629 0.24691 0.26
H 1.33955 2.74092 -2.58979 0.25
C -1.31385 3.17794 0.16724 -0.94
H 1.48692 4.15503 0.40255 0.29
H -1.51531 2.83426 1.19155 0.27
H 1.29862 2.81643 1.58920 0.27
P 0.41037 -2.40764 -0.17941 1.08
C 1.79726 -2.83550 0.90712 -0.96
C -0.98768 -3.28983 0.57762 -0.95
H -0.05627 -3.13484 -2.46587 0.27
H 0.80462 -4.36376 -1.48607 0.28
H 1.69456 -2.97818 -2.16887 0.26
C 0.74204 -3.29452 -1.72939 -0.96
H -1.88296 -3.20094 -0.04777 0.28
H -0.71733 -4.34763 0.69735 0.27
H 1.84578 -3.93249 0.98302 0.29
H 1.62718 -2.41189 1.90577 0.27
H -1.21809 -2.86921 1.56263 0.27
H 2.73954 -2.44688 0.50164 0.26
C 1.77714 0.06005 -0.13445 0.42
O 2.73688 0.14968 0.51865 -0.49
F -2.92531 0.31023 4.92509 -0.29
C -2.31473 0.20404 3.69561 0.44
C -0.93390 0.28469 3.59748 -0.25
C -0.33501 0.18992 2.33074 -0.29
C -1.12305 0.00515 1.20337 -0.23
C -2.50576 -0.08901 1.33678 -0.26
C -3.12834 -0.00187 2.58598 -0.24
H -0.32286 0.44283 4.47878 0.27
H 0.75265 0.24077 2.23946 0.23
H -3.14183 -0.24981 0.45838 0.26
H -4.21227 -0.06873 2.63053 0.27
```

***

5.
C20H24N3O5S2SeSiTeTi as an isolated structure, computed with ωB97M-V with the def2-TZVPD basis set.

Summary:
Charge: -1
Kohn-Sham gap, hartree: 0.256
Relative energy (zero: lowest compared OMol25 entry of this formula, charge and spin), kcal per mole: 0.0
Highest occupied orbital energy, Eh: -0.17832

Geometry as XYZ:
```
58
Properties=species:S:1:pos:R:3:nbo_charge:R:1
Ti 0.36153 0.72682 0.79099 1.25
N 2.22120 1.49235 -0.09553 -0.82
C 3.34309 0.58821 0.18019 -0.32
C 3.16879 0.11839 1.61176 0.66
O 4.06966 -0.40709 2.24921 -0.65
N 1.92082 0.39898 2.05027 -0.70
C 1.56252 0.08021 3.40851 -0.34
C 0.10625 0.48146 3.57085 0.80
O -0.58352 0.12877 4.49840 -0.62
O -0.30579 1.24175 2.57441 -0.76
H 2.09497 1.65209 -1.09094 0.44
H 2.36017 2.38640 0.36592 0.41
H 4.31444 1.06572 0.05181 0.21
H 3.26968 -0.26267 -0.49764 0.25
H 2.15278 0.65074 4.13344 0.22
H 1.68070 -0.97716 3.64898 0.23
O -1.94712 -2.49789 0.17033 -0.93
S -1.59888 -1.47527 1.11134 2.32
O -0.17001 -1.40261 1.47464 -0.95
N -1.94413 0.04056 0.71317 -0.90
C -2.94009 0.55289 1.49354 0.09
S -3.60521 2.04243 1.35858 -0.08
C -3.34410 -0.40643 2.57337 -0.01
C -4.27784 -0.22086 3.57989 -0.17
C -4.45633 -1.23701 4.50464 -0.20
C -3.72937 -2.42567 4.42883 -0.20
C -2.80435 -2.62429 3.41675 -0.17
C -2.63389 -1.58864 2.51973 -0.34
H -4.82610 0.71022 3.62858 0.24
H -5.17003 -1.10803 5.30866 0.21
H -3.88899 -3.19524 5.17312 0.21
H -2.22880 -3.53683 3.34004 0.23
C -1.81369 -2.34960 -2.96319 -1.14
Si -0.00421 -2.29050 -2.49230 1.52
C 0.48343 -3.81179 -1.51614 -1.13
C 1.02995 -2.29460 -4.05965 -1.12
Se 0.54232 -0.32275 -1.51611 -0.64
H -2.06597 -3.29127 -3.46037 0.22
H -2.06427 -1.52803 -3.63795 0.23
H -2.42145 -2.25485 -2.06634 0.27
H 0.28754 -4.71277 -2.10551 0.22
H -0.08114 -3.87176 -0.58861 0.26
H 1.54818 -3.78925 -1.27328 0.23
H 0.80017 -3.17078 -4.67336 0.22
H 2.09335 -2.31538 -3.81239 0.23
H 0.84065 -1.39824 -4.65376 0.23
Te -0.41795 3.25414 -0.03294 0.12
C 0.81270 3.61822 -1.72344 -0.26
C 1.94585 4.42774 -1.63079 -0.27
C 2.73061 4.68987 -2.74766 -0.21
C 2.39407 4.14167 -3.97727 -0.25
C 1.26744 3.33650 -4.08230 -0.16
C 0.48169 3.07995 -2.96701 -0.26
H 2.21256 4.86184 -0.67392 0.21
H 3.60618 5.32135 -2.65567 0.20
H 3.00642 4.33784 -4.84865 0.20
H 1.00088 2.90020 -5.03723 0.20
H -0.38736 2.43999 -3.05000 0.23
```

***

no.,calculated total energy (Eh)
1,-2059.9525
2,-357.9079
3,-359.1720
4,-3903.9187
5,-5922.0735